C24H43CrN2P3SSe | wB97M-V/def2-TZVPD

## Properties
Max |F| (eV/A): 1.683
Charge: +3
Gap between HOMO and LUMO (alpha / beta) (eV): 4.001 / 5.043
LUMO energy (alpha / beta) (eV): -11.56 / -10.52
Spin multiplicity: 4

```
75
C24H43CrN2P3SSe, DFT wB97M-V/def2-TZVPD
Cr -0.10181 -0.73685 0.33504
P -1.52321 -2.57631 1.04940
P 0.17588 -1.67277 -1.78550
P -0.69960 0.56436 2.22740
H -0.15238 6.42633 -4.50951
C 0.31068 6.93080 -3.65030
C 1.58328 6.68439 -3.30148
H 2.26819 6.14357 -3.96662
C -3.26472 -2.46870 0.51324
C -1.07806 -4.22832 0.39960
C -1.73435 -2.90483 2.83819
C 0.90496 -0.39094 -2.82514
C 1.39232 -3.00332 -1.84717
C -1.23807 -2.29369 -2.73484
C -0.17592 2.28038 2.01028
C 0.13669 0.04970 3.74616
C -2.44289 0.71284 2.71004
H -0.29633 7.73722 -3.21209
H 2.03438 7.18942 -2.44042
H -3.79034 -3.38732 0.82273
H -3.31888 -2.36772 -0.57686
H -3.74720 -1.59772 0.97537
H -1.75688 -4.97288 0.83928
H -0.04699 -4.48836 0.66708
H -1.18034 -4.26706 -0.69130
H -2.29551 -3.84473 2.95752
H -2.29766 -2.10805 3.32965
H -0.76389 -3.01516 3.33347
H 1.22944 -0.86198 -3.76801
H 1.76365 0.05755 -2.29805
H 0.16650 0.39189 -3.03895
H 1.30318 -3.51738 -2.81539
H 1.22195 -3.71867 -1.04137
H 2.40394 -2.59326 -1.74412
H -0.86136 -2.66631 -3.69626
H -1.95635 -1.47858 -2.89990
H -1.74741 -3.11139 -2.21298
H -0.50506 2.87360 2.88192
H -0.61462 2.71067 1.09804
H 0.92282 2.33745 1.94186
H -0.08980 0.76684 4.55273
H 1.21486 0.02179 3.59332
H -0.19866 -0.94346 4.05598
H -2.50875 1.36109 3.59736
H -2.88358 -0.26113 2.95746
H -3.01843 1.15499 1.88464
C -2.02549 2.46251 -1.67608
C -0.73710 2.97148 -1.90549
C -0.60550 4.27001 -2.40979
C -1.73361 5.05264 -2.64425
C -3.00880 4.56960 -2.35918
C -3.15554 3.28477 -1.84291
Se -2.41698 0.66106 -1.09721
H -0.93042 0.66701 -0.57745
H 0.15483 2.37528 -1.69537
H 0.35468 4.69864 -2.63051
H -1.63947 6.05417 -3.04635
H -3.88671 5.19001 -2.53235
H -4.14577 2.91667 -1.56834
N 2.53175 0.90731 -0.39484
C 2.89435 -0.16208 0.42493
N 1.99319 -1.01659 0.87792
C 2.62122 -2.06643 1.61246
C 1.96818 -3.15450 2.18648
C 2.72301 -4.16346 2.80165
C 4.12910 -4.04695 2.88545
C 4.78499 -2.94780 2.32541
C 4.01792 -1.97101 1.66906
S 4.54738 -0.50924 0.77118
H 3.35076 1.47498 -0.58952
H 1.77231 1.43200 0.02318
H 0.87812 -3.21003 2.15011
H 2.23242 -5.03233 3.21787
H 4.70759 -4.81178 3.38858
H 5.87991 -2.81396 2.37388
```